Here is a structure of composition ClPt2 in a non-equilibrium geometry from the OMol25 dataset. Energies are from ωB97M-V/def2-TZVPD.

* ΔE to the lowest compared entry with this formula, charge and spin: 133.1 kJ/mol
* HOMO level (alpha / beta): -1.050 / -0.990 Eh
* E_tot: -18966.4936 eV
* spin multiplicity: 5
* charge: +3
* M: 425.61 g/mol
* <S²>: 6.0606
* orbital gap (alpha / beta): 0.3580 / 0.2120 Eh

Cartesian coordinates (Å):
Pt: 0.654 -0.576 -1.524
Pt: -0.904 1.501 0.539
Cl: 0.250 -0.925 0.985